(1)
Here is C44H33N5NiO3PS as an isolated structure in a non-equilibrium geometry from the OMol25 dataset. Energies are from ωB97M-V/def2-TZVPD.

The geometry in XYZ format:
```
88
Properties=species:S:1:pos:R:3:forces:R:3
C -2.926652 -1.529675 -2.457679 -0.1 0.1 0.0
H -3.393136 -0.679414 0.223722 0.0 0.0 0.0
C -1.703309 -3.313459 1.513255 0.0 0.0 0.1
C -3.446984 4.922640 -0.210143 0.0 0.0 0.0
C 2.236523 -1.732050 -1.510611 -0.7 -0.1 0.9
C -1.684210 3.671775 -1.949360 0.0 0.0 0.0
H 4.710275 3.236777 -0.172344 0.0 0.0 0.0
C 0.313507 3.207770 2.739092 0.0 0.0 0.1
H -4.179323 -3.423222 -4.967352 0.0 0.0 0.0
H -2.186953 -4.283175 3.362877 0.0 0.0 0.0
C 3.209001 -4.012454 0.466774 -0.2 0.3 0.5
H -1.260439 -4.431666 -2.003819 0.0 0.0 0.0
C 1.336591 3.641143 -0.144685 0.0 0.1 0.0
C -2.708148 -4.059397 -3.536490 0.0 0.0 0.0
H -0.999998 3.176950 -2.631400 0.0 0.0 0.0
C -0.348957 2.405185 1.813817 0.0 0.1 0.0
H -4.136152 5.406623 0.469405 0.0 0.0 0.0
C -1.198278 1.395210 2.276441 0.0 0.0 0.0
H -2.061138 0.423366 3.974882 0.0 0.0 0.0
H -4.416197 5.666533 -1.971259 0.0 0.0 0.0
C 3.636359 -2.674891 -3.097239 0.2 -0.1 0.0
C 2.581012 3.018238 -0.052425 0.1 -0.2 0.1
H -2.619241 -5.057247 -3.946146 0.0 0.0 0.0
N 3.674078 -5.136849 0.971512 -0.1 0.0 -0.1
C 0.095203 -2.821371 -0.682360 -0.7 -1.5 -2.6
C 0.129312 3.008022 4.105522 0.0 0.0 -0.1
C -3.515651 -2.650822 2.961609 0.0 0.0 0.0
C 3.749718 3.734743 -0.242763 0.0 0.1 0.0
H 0.322859 5.500376 -0.472988 0.0 0.0 0.0
H -4.686121 -0.980627 2.272613 0.0 0.0 0.0
C 1.684375 -1.009044 3.043472 0.0 0.0 0.0
N 1.462907 -0.929347 1.731992 -0.1 0.3 0.4
P -0.102527 2.546217 -0.000608 0.0 -0.2 0.5
C -3.603279 5.068462 -1.580735 0.0 0.0 0.0
H 4.594904 5.652724 -0.674799 0.0 0.0 0.0
H -2.284187 4.053327 1.368195 0.0 0.0 0.0
C -2.402408 4.158819 0.296844 -0.1 0.0 0.0
C -0.728652 2.014655 4.553435 0.0 0.0 0.0
H 2.402437 6.794746 -0.794739 0.0 0.0 0.0
C 3.070582 -2.772676 -1.822975 0.5 -0.5 -0.2
H 3.793364 -1.506847 -4.894215 0.0 0.0 0.0
C -3.693686 -1.877055 -3.562136 0.1 -0.1 0.1
O -0.911678 -0.632956 -0.677246 0.0 -0.2 -0.3
C -3.583139 -3.146536 -4.107851 0.0 0.0 0.0
C 3.371347 -1.584383 -3.902655 -0.1 0.0 0.1
C 2.841086 -3.074077 2.757179 0.1 -0.1 0.0
S 4.276534 -6.003595 -0.246446 0.1 -0.1 0.0
C -1.396396 1.208386 3.634930 0.0 0.0 0.0
H -2.842021 4.552495 -3.522426 0.0 0.0 0.0
Ni 0.833354 0.557923 -0.423439 -0.1 0.3 -0.4
H -0.875915 -3.978377 1.300454 0.0 0.0 0.0
H 2.355278 0.320971 -3.981858 0.0 0.0 0.0
H -4.092053 -2.788392 3.867343 0.0 0.0 0.0
H -1.692051 0.733490 1.571440 0.0 0.0 0.0
C 3.681805 5.093249 -0.520206 0.0 0.0 0.0
C 2.357585 -2.089865 3.598328 0.0 0.0 0.0
C 2.559808 -0.574229 -3.408343 0.0 0.2 0.0
C -2.028095 -2.301063 0.622385 0.0 0.1 0.1
C -2.719708 4.443251 -2.452783 0.0 0.0 0.0
H 0.648359 3.639701 4.814752 0.0 0.0 0.0
H 2.404052 1.443843 1.230309 0.1 0.1 0.0
H -1.546126 -0.198734 -1.260613 0.2 0.0 0.0
O 0.408724 -3.990759 -0.522742 -0.3 0.9 0.7
H -3.090583 -0.536178 -2.047342 0.0 0.0 0.0
C -2.030826 -2.433350 -1.891931 0.1 -0.1 0.0
C 1.285178 5.007821 -0.398935 0.0 0.0 0.0
O 1.410279 -1.767959 -0.350978 1.3 0.5 1.2
H 4.283579 -3.474558 -3.433641 0.0 0.0 0.0
C -2.448215 -3.486197 2.677960 0.0 0.0 0.0
N 1.990996 -0.655279 -2.206295 0.0 0.1 -0.1
C 2.452628 5.734203 -0.588285 0.0 -0.1 0.0
C 2.637671 -2.995454 1.377170 0.4 -0.5 0.2
H 3.531211 1.214118 0.073338 0.0 0.0 -0.1
C 1.912149 -1.899225 0.987092 -0.2 0.3 -1.2
N 4.004362 -4.965935 -1.448588 -0.1 0.0 0.0
C -3.848959 -1.636415 2.068577 0.1 -0.1 0.0
C -1.513610 3.532378 -0.570515 0.1 0.0 -0.1
H -0.880707 1.869413 5.615470 0.0 0.0 0.0
C -1.207352 -2.044634 -0.657397 -0.2 0.1 1.2
H -4.382758 -1.156033 -3.982137 0.0 0.0 0.0
C 3.399088 -3.913227 -0.936555 -0.1 0.4 -0.5
H 0.972716 3.998326 2.399654 0.0 0.0 0.0
C -1.936812 -3.708623 -2.438056 -0.1 0.0 0.0
N 2.610710 1.603699 0.245461 -0.2 0.0 0.1
H 2.503382 -2.151864 4.667329 0.0 0.0 0.0
C -3.111200 -1.470027 0.908616 -0.1 0.0 0.0
H 3.385338 -3.925515 3.145185 0.0 0.0 0.0
H 1.303598 -0.192839 3.648109 0.0 0.0 0.0
```
Positions in Å, forces in eV/Å.

The value obtained for the HOMO energy (alpha / beta) is -8.49 / -9.97 eV. The value obtained for the relative energy (zero: lowest compared OMol25 entry of this formula, charge and spin) is 4.381 eV. The gap between HOMO and LUMO (alpha / beta) comes out at 0.213 / 0.267 Ha. As for the total energy: -120916.95811 eV. Its charge is +1. The molar mass is 801.5 u. Its expectation value of S² is 2.01. The spin multiplicity is 3.



(2)
Here is C44H34Br2N6O3PS3ScSe2 as an isolated structure in a non-equilibrium geometry from the OMol25 dataset. Energies are from ωB97M-V/def2-TZVPD.

The geometry in XYZ format:
```
96
Properties=species:S:1:pos:R:3:forces:R:3
H -0.063464 -1.911483 2.829810 0.0 -0.1 -0.1
C 4.039797 -2.073245 -3.744208 -0.1 0.0 0.0
C 1.939257 -2.739651 1.216481 0.1 0.1 0.1
C -4.195517 0.920018 -1.018567 0.0 0.1 -0.1
C 3.163722 -1.747136 -2.661212 0.0 0.0 0.1
C -2.396899 4.773116 1.410990 0.0 0.1 0.1
C -5.152111 1.169347 -0.036481 0.0 0.1 -0.1
Sc 0.061890 0.220889 0.615834 -0.9 -0.1 1.4
H 0.330412 -2.426550 5.197324 0.0 0.1 0.0
C 2.347232 2.452470 0.727247 -0.2 -0.3 -0.3
H 0.284258 -1.729945 -4.362093 -0.1 0.0 0.1
C -5.243683 -3.976342 -2.503393 0.0 0.0 0.0
S 3.645891 -1.418806 -1.086083 0.1 0.0 -0.3
H 4.250030 -2.489961 -5.816538 0.0 0.0 0.1
N 1.841292 -1.698635 -3.004062 0.1 0.0 -0.3
C -4.427628 -2.764605 -0.585708 0.0 0.0 -0.2
H 3.765826 3.454742 -3.472573 0.0 0.0 0.1
Br 3.409099 -6.649137 0.842652 0.0 0.0 0.0
H -2.904117 5.726965 1.504301 0.0 -0.1 0.0
C 3.754796 -3.837133 2.346275 0.0 -0.1 -0.1
C -0.049079 0.927208 5.305821 0.0 0.1 0.2
H -0.839652 2.989630 4.346945 0.0 0.2 0.2
H 5.550121 5.000288 -2.689685 0.0 0.0 0.1
H 1.204919 -1.393252 -2.277714 -0.1 -0.1 0.1
C -6.188062 2.819242 -1.454891 0.0 0.0 0.0
H 1.156482 -5.924749 -0.852031 0.0 0.0 0.0
H 4.149954 0.319074 3.031490 -0.1 0.0 0.0
C 2.178840 -2.142821 -5.290440 0.2 0.0 -0.2
C 3.562424 -2.259052 -5.008282 0.1 0.0 0.0
N -0.203007 0.126476 3.063569 0.1 -0.2 -0.4
C -0.318757 1.113544 3.940161 -0.2 0.2 0.0
C 0.189020 -1.402339 4.876600 0.0 -0.1 0.1
H -3.356936 -1.323945 -3.467455 -0.1 -0.1 0.0
Br -0.810205 -3.904724 -1.668043 0.0 0.0 0.0
H 1.790859 -2.269476 -6.292053 0.0 0.0 0.1
H 4.379769 -4.703651 2.519001 0.0 0.0 0.0
C -3.875714 -2.021089 -2.814635 0.0 0.0 0.1
H 5.874943 5.415991 -0.280761 0.0 -0.1 0.0
H -5.810735 -4.802059 -2.921809 0.1 0.1 0.0
C 3.144746 -1.549750 2.773534 0.0 0.0 -0.1
H -5.647779 -4.528315 -0.467445 0.1 0.1 -0.1
C 0.617600 -3.877809 -0.429497 -0.1 -0.2 -0.1
C 3.411451 -0.298734 3.553758 0.1 0.0 0.0
C -6.144163 2.118901 -0.255920 0.1 -0.1 0.0
C 0.857656 -2.728153 0.281741 0.0 0.2 -0.1
C 3.927932 3.633215 -2.414954 0.0 -0.1 -0.1
H -6.966554 3.555293 -1.625680 0.1 0.0 0.0
H -1.444645 2.464775 -0.810034 0.1 -0.1 -0.1
Se -2.591072 -0.616052 1.351658 -0.1 0.0 -0.3
H -4.339530 -2.644825 0.485975 0.0 0.0 0.0
O 0.158690 -1.626489 0.110864 0.7 -0.7 0.1
C 1.350888 -1.851593 -4.261176 0.0 0.0 0.4
H -0.075592 1.780654 5.975580 0.0 -0.1 0.0
O 1.845804 0.923327 -2.510902 0.1 0.0 0.0
N 1.567362 1.624731 -0.030390 0.7 0.9 -0.6
S 1.704663 2.058895 -1.654097 -0.3 0.4 0.1
C -5.234814 2.575720 -2.435080 0.1 -0.1 0.0
C 0.220115 -0.333869 5.770185 0.0 0.0 0.1
H 3.814139 -0.542315 4.540148 0.0 0.0 -0.1
C -4.237728 1.630198 -2.218603 -0.1 0.0 0.1
C -3.791540 -1.860215 -1.429188 0.0 0.0 -0.3
C 3.964048 -2.679956 3.020546 0.1 0.1 0.1
H -2.577151 4.620493 -0.742982 0.0 -0.1 0.1
C -1.251128 2.911200 2.387412 0.1 -0.2 0.3
C 4.317097 4.083633 0.342756 0.1 0.0 0.0
H -5.106871 0.626488 0.898806 0.0 0.0 0.0
C 3.335295 3.215014 -0.100232 -0.1 -0.1 0.1
H 4.759223 -2.603688 3.754137 -0.1 0.0 -0.1
C -0.016014 -1.116396 3.554270 -0.1 0.0 -0.1
C -1.910510 4.134821 2.525135 -0.1 0.2 0.2
C -2.226176 4.168265 0.175228 0.0 0.0 -0.1
C 2.399110 -5.056310 0.634954 0.2 0.0 0.1
H 5.093711 -2.145357 -3.514949 0.0 0.0 0.0
H -4.663520 -3.203718 -4.425864 0.0 0.0 0.1
N -1.095617 2.311362 1.216133 0.3 0.0 -0.3
C 4.919151 4.494533 -1.968150 0.1 0.0 0.0
N -0.770469 2.361026 3.573898 0.1 -0.2 -0.3
C 5.106435 4.721967 -0.604103 0.0 0.0 0.0
S 2.222906 2.647812 2.362001 0.0 -0.1 -0.3
H -2.046548 4.557298 3.515767 0.1 0.0 -0.1
Se -1.185472 0.142223 -1.932452 -0.1 0.1 0.0
H -3.480526 1.453332 -2.972144 0.0 0.0 0.0
H -6.881097 2.315632 0.516227 0.1 0.0 -0.1
H 2.511406 0.296804 3.660328 -0.1 0.0 0.0
C -1.586996 2.952613 0.136167 0.0 0.1 0.1
C 3.160163 3.007217 -1.453112 0.1 0.0 0.2
P -2.938720 -0.389126 -0.764443 -0.5 -0.1 0.1
O 0.652689 2.990280 -1.976523 0.0 -0.1 0.0
H -5.260707 3.128432 -3.367655 0.0 0.0 0.0
H 0.420434 -0.495982 6.821914 0.0 0.0 0.0
H 4.447851 4.248936 1.405140 0.0 0.0 -0.1
C 2.705454 -3.907559 1.405326 0.0 0.0 0.0
C 1.385898 -5.046690 -0.263571 -0.3 0.1 -0.2
N 2.170096 -1.572685 1.889846 0.2 -0.2 0.0
C -4.601418 -3.077497 -3.349087 0.1 0.1 0.0
C -5.154924 -3.821217 -1.126987 0.1 0.0 0.0
```
Positions in Å, forces in eV/Å.

The value obtained for the HOMO energy is -7.09 eV. The value obtained for the relative energy (zero: lowest compared OMol25 entry of this formula, charge and spin) is 0.000 eV. The gap between HOMO and LUMO comes out at 0.253 Ha. As for the total energy: -394543.32461 eV. Its charge is 0. The molar mass is 1184.7 u. The spin multiplicity is 1.